A structure of composition C38H33AsF6N4O6SY. Source: the Open Molecules 2025 dataset; level of theory: wB97M-V/def2-TZVPD.

XYZ file:
```
90
Properties=species:S:1:pos:R:3
Y -0.0782 0.5136 0.3461
O 1.5240 0.6242 1.8034
C 2.8093 0.6694 1.9347
C 3.3875 0.6672 3.2273
C 4.7490 0.7263 3.4045
C 5.6192 0.7850 2.3102
C 5.0782 0.7745 1.0443
C 3.6953 0.7200 0.8276
C 3.2526 0.6504 -0.5493
N 2.0544 0.5336 -0.9725
C 1.9064 0.3886 -2.4210
C 0.4218 0.3592 -2.7895
N -0.2284 1.3651 -1.9711
C -0.6511 2.4499 -2.4916
C -1.1915 3.5503 -1.7396
C -1.8434 4.5824 -2.4338
C -2.3673 5.6697 -1.7801
C -2.2255 5.7392 -0.3819
C -1.5777 4.7611 0.3236
C -1.0312 3.6176 -0.3230
O -0.4020 2.7244 0.3480
H 2.7095 0.6163 4.0697
H 5.1530 0.7186 4.4112
H 6.6911 0.8141 2.4544
H 5.7288 0.7829 0.1760
H 4.0668 0.6821 -1.2800
H 2.3968 -0.5269 -2.7596
H 2.3608 1.2414 -2.9365
H 0.5107 -1.6587 -2.2097
H 0.3122 0.5941 -3.8602
H -0.6136 2.5698 -3.5832
H -1.9408 4.4924 -3.5120
H -2.8830 6.4511 -2.3234
H -2.6477 6.5833 0.1531
H -1.4936 4.7987 1.4012
C -7.9762 -2.3836 1.6391
C -6.7680 -1.5062 1.8344
C -6.7690 -0.4933 2.7904
C -5.6638 0.3241 2.9645
C -4.5373 0.1477 2.1718
C -4.5213 -0.8612 1.2224
C -5.6279 -1.6822 1.0602
S -3.1424 1.2670 2.3719
O -3.3532 2.3232 1.3995
O -3.2272 1.6570 3.7689
N -1.8581 0.4668 1.9972
C -1.6423 -0.8145 2.6711
C -1.4852 -1.9421 1.6303
O -1.7507 -3.0929 1.9364
O -1.0345 -1.5368 0.4819
H -8.5157 -2.5280 2.5766
H -7.6907 -3.3634 1.2555
H -8.6723 -1.9389 0.9229
H -7.6439 -0.3537 3.4176
H -5.6496 1.0952 3.7232
H -3.6355 -1.0276 0.6256
H -5.5901 -2.4825 0.3300
H -2.4204 -1.0762 3.3915
H -0.7010 -0.7863 3.2373
F 2.0253 -2.3246 -0.8465
As 3.3648 -3.2738 -1.4700
F 3.8973 -3.6122 0.1360
F 4.3503 -1.8329 -1.5179
F 4.6832 -4.1898 -2.1312
F 2.8255 -2.8861 -3.1059
F 2.3582 -4.6822 -1.4898
N -0.1505 -0.9381 -2.4686
C -1.3387 -1.3297 -3.0614
C -1.5061 -2.6428 -3.5960
C -2.7840 -3.1099 -3.9879
C -2.9524 -4.3775 -4.5035
C -1.8688 -5.2424 -4.6392
C -0.6084 -4.8105 -4.2390
C -0.4198 -3.5414 -3.7299
C -2.4328 -0.3387 -3.0478
C -2.9723 0.1695 -4.2292
C -3.9175 1.1867 -4.1876
C -4.3368 1.7042 -2.9697
C -3.8303 1.1881 -1.7823
C -2.8945 0.1691 -1.8299
H -3.6433 -2.4654 -3.8597
H -3.9459 -4.7061 -4.7874
H -2.0089 -6.2413 -5.0331
H 0.2449 -5.4729 -4.3163
H 0.5765 -3.2467 -3.4350
H -2.6261 -0.2185 -5.1801
H -4.3140 1.5883 -5.1132
H -5.0510 2.5181 -2.9412
H -4.1316 1.5927 -0.8233
H -2.5000 -0.2661 -0.9179
```

Relative energy (zero: lowest compared OMol25 entry of this formula, charge and spin), kcal per mole: 0.00
E_HOMO (spin up / spin down), eV: -2.024 / -3.344
Spin multiplicity: 2
Net charge: -2
Strongest force on any atom, eV/A: 0.63
Kohn-Sham gap (spin up / spin down), eV: 6.15 / 7.43

These are the Mulliken partial charges, in e, on atoms 1 to 6: 1.767 -0.172 0.197 -0.853 -0.330 -0.768

A structure of composition C12H21I2N5O3PmRuS2. Source: the Open Molecules 2025 dataset; level of theory: wB97M-V/def2-TZVPD.

XYZ file:
```
47
Properties=species:S:1:pos:R:3
I -2.8956 -1.4598 2.1211
I 0.3799 3.5867 -2.8187
Ru 0.5812 1.1264 -1.7564
Pm -0.5668 -0.9007 0.5192
S -1.7660 0.5413 -1.5332
S -0.1740 1.8260 0.4782
C -0.3787 -3.0385 -0.9821
C -2.6951 -0.3419 -2.8656
C 0.9990 2.1977 1.9152
C -2.8448 0.7106 -3.9680
C -1.9895 -1.5954 -3.3831
C -4.0549 -0.7213 -2.2768
C 1.0606 3.7258 1.8432
C 2.3886 1.5784 1.7697
C 0.3610 1.7063 3.2177
C 0.8284 0.2088 -3.3076
C 2.3658 1.1714 -1.4836
O -0.5119 -4.1104 -1.3511
O 1.0438 -0.3074 -4.3333
O 3.5411 1.2073 -1.4011
H -1.8630 1.0232 -4.3255
H -3.3577 1.5882 -3.5743
H -3.4148 0.3224 -4.8167
H -0.9126 -1.5867 -3.2041
H -2.1268 -1.6505 -4.4749
H -2.4144 -2.5091 -2.9525
H -3.9342 -1.3894 -1.4236
H -4.6711 -1.2338 -3.0223
H -4.5929 0.1643 -1.9428
H 1.7410 4.1642 2.5727
H 0.0698 4.1392 2.0012
H 1.3931 4.0269 0.8551
H 2.8261 1.3583 2.7602
H 3.0657 2.2602 1.2453
H 2.3881 0.6262 1.2274
H 0.9705 2.0202 4.0785
H 0.2942 0.6126 3.2757
H -0.6449 2.1097 3.3429
N 2.0501 -3.1994 4.7052
N 2.0295 -2.6551 3.4717
N 3.1377 -2.6619 2.6915
C 2.6620 -2.0727 1.6011
N 1.3466 -1.7445 1.7069
N 0.9563 -2.1309 2.9519
H 1.1485 -3.2413 5.1560
H 2.9313 -3.5938 4.9912
H 3.2496 -1.8579 0.6988
```

Relative energy (zero: lowest compared OMol25 entry of this formula, charge and spin), kcal per mole: 0.00
E_HOMO (spin up / spin down), eV: -20.955 / -20.957
Spin multiplicity: 10
Net charge: +4
Strongest force on any atom, eV/A: 9.66
Kohn-Sham gap (spin up / spin down), eV: 7.13 / 3.36

These are the Mulliken partial charges, in e, on atoms 1 to 6: 0.447 0.499 1.019 1.078 -0.297 -0.171

A cluster of 9 separate species, C36H99N9O9 in total. Source: the Open Molecules 2025 dataset; level of theory: wB97M-V/def2-TZVPD.

XYZ file:
```
153
Properties=species:S:1:pos:R:3
C 27.3877 16.0130 -0.9873
C 26.7830 17.4168 -1.0896
C 25.3608 17.4771 -0.4534
O 24.4124 16.7274 -1.3237
C 23.0637 17.1434 -0.9208
N 27.7251 18.2390 -0.2896
H 26.6018 15.3356 -1.3214
H 27.7294 15.7893 0.0233
H 28.2266 15.9626 -1.6815
H 26.7767 17.6967 -2.1431
H 25.1273 18.5280 -0.2824
H 25.3442 17.0250 0.5383
H 22.3305 16.8660 -1.6782
H 22.9543 18.2264 -0.8626
H 22.7491 16.6787 0.0136
H 28.6948 18.0984 -0.5343
H 27.7817 17.9475 0.6758
C 26.5442 11.3656 -5.1229
C 26.8804 12.6305 -4.2804
C 25.6787 13.0902 -3.5120
O 24.6322 13.6785 -4.2903
C 23.4823 13.9956 -3.4965
N 27.8282 12.1170 -3.2992
H 27.4533 10.9883 -5.5910
H 25.9438 11.7427 -5.9508
H 25.9814 10.5704 -4.6339
H 27.3118 13.4067 -4.9125
H 25.9599 13.8316 -2.7642
H 25.1649 12.3025 -2.9609
H 22.7821 14.5658 -4.1069
H 23.7725 14.6661 -2.6875
H 22.8735 13.1772 -3.1121
H 28.1398 12.8613 -2.6918
H 28.7109 11.7291 -3.6002
C 20.8241 18.7872 -9.4661
C 20.0097 18.3918 -8.2597
C 18.5054 18.6127 -8.4729
O 18.1406 19.8830 -9.0492
C 17.3472 20.7517 -8.2479
N 20.4014 16.9844 -8.0076
H 20.6230 18.2638 -10.4009
H 21.8569 18.7863 -9.1179
H 20.6030 19.7885 -9.8358
H 20.2561 19.0173 -7.4017
H 18.0182 18.4794 -7.5070
H 18.0901 17.8257 -9.1024
H 17.2886 21.6170 -8.9081
H 17.9158 20.9444 -7.3382
H 16.3803 20.4094 -7.8790
H 21.2871 16.8616 -8.4773
H 19.7589 16.4270 -8.5522
C 24.5609 13.5129 0.5787
C 25.8404 12.7738 0.9404
C 25.8264 12.2578 2.4097
O 25.5992 13.4034 3.2924
C 25.4294 13.0502 4.6502
N 26.0631 11.7375 -0.0838
H 24.5862 13.7788 -0.4781
H 24.4493 14.4258 1.1636
H 23.6926 12.8543 0.5996
H 26.6830 13.4498 0.7946
H 26.7004 11.6835 2.7171
H 24.9654 11.5988 2.5209
H 26.4097 12.8939 5.1005
H 24.6884 12.2730 4.8366
H 25.0810 13.9762 5.1075
H 25.2743 11.1120 -0.1656
H 26.3060 12.0707 -1.0058
C 15.6160 19.9556 0.1585
C 16.0072 18.9359 -0.9017
C 17.5273 18.5618 -0.8133
O 18.2876 19.6736 -1.3903
C 19.6173 19.8775 -1.0162
N 15.2049 17.7456 -0.6596
H 14.5838 20.2884 0.0490
H 16.2420 20.8388 0.0311
H 15.7270 19.6184 1.1891
H 15.6664 19.3109 -1.8668
H 17.8511 17.7120 -1.4142
H 17.8544 18.4704 0.2225
H 20.1083 20.6483 -1.6103
H 20.1297 18.9401 -1.2326
H 19.5407 20.2425 0.0080
H 14.2225 17.9797 -0.6743
H 15.4377 17.3057 0.2192
C 17.9173 16.2017 -5.1314
C 19.3699 16.0476 -4.6376
C 19.4846 15.4832 -3.2080
O 20.8201 15.4897 -2.7416
C 20.8515 14.6713 -1.5220
N 20.0259 15.0628 -5.5928
H 17.3879 16.9905 -4.5969
H 17.4238 15.2364 -5.0186
H 17.8037 16.4659 -6.1828
H 19.8124 17.0180 -4.8628
H 18.9278 14.5492 -3.1329
H 18.8977 16.1873 -2.6183
H 21.8361 14.5763 -1.0640
H 20.5038 13.6465 -1.6517
H 20.2702 15.2049 -0.7700
H 20.3123 15.5522 -6.4286
H 20.8299 14.7155 -5.0897
C 18.4559 11.9213 -8.1056
C 17.2969 12.9668 -8.0356
C 16.3180 12.7405 -6.8363
O 15.6532 13.9848 -6.6314
C 14.2940 14.1162 -6.9566
N 18.0073 14.2500 -7.9353
H 18.0621 10.9257 -8.3104
H 19.0159 11.7913 -7.1796
H 19.1881 12.0208 -8.9069
H 16.6916 12.8864 -8.9385
H 16.7389 12.4718 -5.8674
H 15.6343 11.9327 -7.0970
H 14.2504 14.0378 -8.0429
H 14.0208 15.1365 -6.6876
H 13.6056 13.3956 -6.5152
H 17.2430 14.7841 -7.5470
H 18.5903 14.2093 -7.1116
C 24.4834 8.1269 -6.9381
C 23.8773 9.3693 -7.6189
C 22.9222 10.1819 -6.6866
O 22.5772 11.4590 -7.2924
C 21.7023 12.3023 -6.5407
N 24.9218 10.2369 -8.1093
H 25.1286 7.6516 -7.6770
H 23.7217 7.4153 -6.6197
H 25.1425 8.3824 -6.1084
H 23.3018 9.1178 -8.5098
H 23.2721 10.3806 -5.6736
H 21.9987 9.6304 -6.5104
H 21.3298 13.1320 -7.1416
H 22.1045 12.6594 -5.5927
H 20.8063 11.7127 -6.3466
H 25.5743 10.2941 -7.3406
H 24.3913 11.0950 -8.1564
C 18.7486 20.2868 -4.6661
C 17.3747 20.9077 -4.5018
C 16.2430 19.7381 -4.4690
O 16.0431 19.1252 -5.7457
C 15.0289 18.1681 -5.8546
N 17.4027 21.5676 -3.2378
H 19.5520 21.0184 -4.5800
H 18.9931 19.7624 -5.5899
H 18.9990 19.6838 -3.7934
H 17.2426 21.6345 -5.3033
H 15.2431 20.1401 -4.3052
H 16.4292 18.9138 -3.7806
H 14.0859 18.6688 -5.6355
H 15.1312 17.2768 -5.2356
H 15.0789 17.8267 -6.8885
H 18.2164 22.1641 -3.1925
H 17.6784 20.8515 -2.5810
```

Relative energy (zero: lowest compared OMol25 entry of this formula, charge and spin), kcal per mole: 29.81
E_HOMO (spin up / spin down), eV: -10.504 / -10.504
Spin multiplicity: 2
Net charge: +1
Strongest force on any atom, eV/A: 3.88
Kohn-Sham gap (spin up / spin down), eV: 8.61 / 2.79

These are the Mulliken partial charges, in e, on atoms 1 to 6: -0.672 0.550 -0.833 -0.194 -0.497 -0.838

A structure of composition C46H50KN13O7S. Source: the Open Molecules 2025 dataset; level of theory: wB97M-V/def2-TZVPD.

XYZ file:
```
118
Properties=species:S:1:pos:R:3
K -0.5635 0.1243 0.0598
N -2.8560 -1.8485 2.7421
C -3.1140 -2.5865 1.6669
N -3.6610 -3.8079 1.8268
C -3.8275 -4.4750 0.6928
N -4.3366 -5.7468 0.7935
N -3.5322 -4.0533 -0.5396
C -3.0225 -2.8171 -0.5690
N -2.7933 -2.0482 0.4752
C -2.6494 -2.2412 -1.8891
C -2.3105 -3.0585 -2.9553
C -1.7833 -2.4613 -4.0922
C -1.6361 -1.0858 -4.1287
C -2.0717 -0.3470 -3.0342
N -2.5703 -0.9120 -1.9383
H -3.1417 -2.1873 3.6426
H -2.4359 -0.9026 2.6360
H -4.8237 -5.9451 1.6503
H -4.7302 -6.1114 -0.0567
H -2.4113 -4.1301 -2.8573
H -1.4590 -3.0683 -4.9295
H -1.1763 -0.5644 -4.9595
H -1.9894 0.7360 -3.0180
C 0.3714 -3.3604 2.7277
O 1.1381 -2.5916 3.6484
C 2.4933 -2.6815 3.5553
C 3.1580 -3.8352 3.1727
C 4.5472 -3.8649 3.1166
C 5.2696 -2.7323 3.4479
C 4.6035 -1.5707 3.8132
C 3.2170 -1.5200 3.8633
N 2.5541 -0.3352 4.2318
C 1.3795 0.0797 3.4766
N 0.3933 0.4032 4.3360
C -0.8842 1.0164 4.1665
C -1.6500 0.9271 3.0014
C -2.9101 1.5447 3.1138
C -3.3812 2.1948 4.2502
C -2.5718 2.2652 5.3781
C -1.3242 1.6776 5.3234
O -0.5028 1.7288 6.4591
C 0.4153 2.8057 6.3906
N 1.3542 0.1899 2.2031
C 2.5761 0.0368 1.5158
C 2.7999 -1.0426 0.6673
C 4.0002 -1.1817 -0.0090
C 5.0000 -0.2305 0.1402
C 4.7836 0.8671 0.9603
C 3.5818 0.9990 1.6355
O 3.4158 2.0782 2.4929
C 2.4490 3.0228 2.0220
H -0.6332 -2.9494 2.7570
H 0.3414 -4.4148 3.0191
H 0.7659 -3.2693 1.7132
H 2.5853 -4.7125 2.9037
H 5.0537 -4.7679 2.8002
H 6.3506 -2.7336 3.3877
H 5.1626 -0.6628 4.0115
H 3.2015 0.4462 4.2460
H 0.6405 0.2145 5.2936
H -3.5802 1.4801 2.2596
H -4.3741 2.6358 4.2685
H -2.8876 2.7545 6.2926
H 1.0583 2.7436 7.2691
H -0.1116 3.7656 6.3918
H 1.0296 2.7461 5.4865
H 2.0015 -1.7586 0.5247
H 4.1399 -2.0177 -0.6827
H 5.9312 -0.3263 -0.4040
H 5.5336 1.6391 1.0857
H 2.4689 3.8616 2.7166
H 1.4492 2.5849 2.0000
H 2.7132 3.3667 1.0192
C -3.9278 3.6690 0.5446
C -2.8805 2.9862 -0.2838
N -2.8859 1.7673 -0.6443
O -4.0184 1.0472 -0.2849
C -1.7456 3.7825 -0.8179
C -0.9555 4.6623 0.1070
N -1.5724 3.6864 -2.0830
O -0.5738 4.4143 -2.6082
H -4.7512 2.9943 0.7631
H -4.3065 4.5448 0.0114
H -3.4905 4.0033 1.4874
H -3.7437 0.1658 -0.6021
H -1.5490 5.5251 0.4270
H -0.0692 5.0222 -0.4105
H -0.6630 4.1107 1.0048
C 0.8492 -4.2184 -2.1110
C 0.9027 -2.7094 -1.8524
O 0.1511 -2.2967 -0.9642
C 1.8081 -1.9043 -2.6446
C 2.6295 -2.5521 -3.6038
C 3.5397 -1.8912 -4.3793
C 3.6621 -0.4858 -4.2273
C 2.9035 0.1881 -3.3269
C 1.9310 -0.4644 -2.4702
O 1.3036 0.2142 -1.6289
H 0.0867 -4.6333 -1.4539
H 1.8097 -4.6911 -1.8934
H 0.5924 -4.4426 -3.1477
H 2.5393 -3.6238 -3.7330
H 4.1407 -2.4265 -5.1042
H 4.3644 0.0601 -4.8498
H 2.9686 1.2634 -3.2195
C -1.7762 2.3305 -8.0490
N -1.6821 3.1907 -6.9017
C -2.4585 4.3130 -6.6768
C -2.0526 4.8076 -5.4837
N -1.0456 4.0249 -4.9778
C -0.8166 3.0228 -5.8398
S 0.3095 1.7513 -5.7141
H -1.5340 2.8741 -8.9666
H -2.7819 1.9115 -8.1370
H -1.0560 1.5260 -7.9072
H -3.2178 4.6335 -7.3695
H -2.4289 5.6551 -4.9350
H -0.7303 4.2135 -3.7208
```

Relative energy (zero: lowest compared OMol25 entry of this formula, charge and spin), kcal per mole: 0.00
E_HOMO, eV: -2.007
Net charge: -2
Strongest force on any atom, eV/A: 0.97
Kohn-Sham gap, eV: 5.83

These are the Mulliken partial charges, in e, on atoms 1 to 6: 0.788 -0.019 0.258 -0.813 0.293 -0.471